1.
A molecular structure, C29H61Br3F4Li2N2NaO19S at a distorted geometry, computed with ωB97M-V with the def2-TZVPD basis set.

ORCA input file:
```
! RIJCOSX wB97M-V def2-TZVPD def2/J DEFGRID3
* xyz 1 1
C -5.339 1.658 -1.405
C -4.244 2.703 -1.333
C -3.043 2.431 -2.215
C -2.333 1.100 -1.831
C -2.408 -0.002 -2.893
N -3.651 -0.033 -3.561
C -1.365 0.351 -3.958
O -0.082 -0.047 -3.502
C 0.958 0.766 -4.036
C 1.101 2.029 -3.198
O 2.382 2.572 -3.342
C 2.444 3.944 -2.975
C 2.181 4.184 -1.498
O -1.994 -1.336 -2.366
C -2.730 -1.766 -1.358
O -3.768 -2.347 -1.451
O -2.238 -1.485 -0.107
C -0.915 -1.778 0.156
C -0.326 -0.627 1.123
C 0.605 0.291 0.341
O -1.431 -0.009 1.662
H -4.993 0.671 -1.066
H -6.130 1.951 -0.723
H -5.771 1.614 -2.394
H -3.962 2.776 -0.267
H -4.713 3.647 -1.622
H -2.313 3.211 -1.998
H -3.293 2.488 -3.265
H -2.749 0.813 -0.865
H -1.265 1.303 -1.737
H -3.582 -0.578 -4.408
H -4.411 -0.365 -2.984
H -1.410 1.426 -4.096
H -1.580 -0.185 -4.880
H 1.887 0.210 -3.999
H 0.737 1.012 -5.073
H 0.329 2.755 -3.465
H 0.928 1.729 -2.162
H 3.453 4.277 -3.186
H 1.737 4.546 -3.546
H 2.800 3.510 -0.911
H 2.342 5.215 -1.210
H 1.157 3.949 -1.227
H -0.271 -1.811 -0.721
H -0.869 -2.781 0.628
H 0.215 -1.083 1.981
H 0.358 0.249 -0.715
H 0.542 1.303 0.727
H 1.627 -0.065 0.428
H -1.469 0.942 1.484
C 1.754 -7.516 6.557
O 1.466 -6.262 5.916
C 0.472 -6.386 4.937
C 0.193 -4.964 4.456
N 0.225 -4.018 5.600
C -1.044 -3.876 6.382
C -1.936 -2.902 5.605
O -1.088 -1.925 5.068
C -1.771 -0.991 4.186
H 2.074 -8.254 5.821
H 2.559 -7.342 7.264
H 0.872 -7.879 7.087
H -0.432 -6.839 5.360
H 0.818 -7.005 4.103
H -0.771 -4.866 3.954
H 1.009 -4.631 3.793
H 0.434 -3.063 5.274
H 0.998 -4.323 6.205
H -0.749 -3.463 7.344
H -1.506 -4.847 6.538
H -2.678 -2.462 6.274
H -2.461 -3.419 4.790
H -2.155 -1.528 3.316
H -1.046 -0.256 3.861
H -2.580 -0.489 4.700
C -5.224 0.586 1.751
F -6.107 0.581 2.797
F -4.917 -0.667 1.501
F -5.968 1.032 0.676
S -3.797 1.700 2.057
O -3.130 1.131 3.206
O -4.531 2.918 2.268
O -3.084 1.581 0.805
Li -7.406 1.833 1.519
F -6.123 3.732 -2.856
Li -1.726 3.247 -0.198
C 0.431 5.213 1.597
O 1.135 6.143 1.203
O 0.348 5.042 2.989
O -0.216 4.369 0.930
H 0.908 5.773 3.280
C 5.003 4.000 -6.408
C 5.340 5.124 -5.451
O 6.582 5.763 -5.783
C 6.539 6.577 -6.833
O 5.562 6.832 -7.493
O 7.759 7.060 -7.041
C 7.855 7.896 -8.200
H 5.824 3.283 -6.455
H 4.100 3.485 -6.079
H 4.837 4.377 -7.416
H 5.485 4.721 -4.451
H 4.541 5.864 -5.401
H 7.133 8.709 -8.156
H 7.687 7.294 -9.092
H 8.859 8.308 -8.208
Na 0.186 -3.330 1.900
C 6.884 4.456 -11.707
Br 6.290 5.607 -10.286
Br 8.803 4.448 -11.851
Br 6.181 2.675 -11.517
H 6.496 4.855 -12.632
C -0.845 -10.330 8.565
C -1.424 -9.579 9.742
O -2.725 -9.087 9.413
O -0.805 -9.475 7.421
H 0.168 -10.670 8.774
H -1.467 -11.200 8.327
H -0.818 -8.701 9.963
H -1.468 -10.212 10.631
H -3.327 -9.837 9.363
H -1.617 -8.955 7.469
*
```

Highest occupied orbital energy   -7.609 eV
DFT total energy   -309591.2609 eV
F_max   3.560 eV/Å
E_LUMO   -5.17 eV

***

2.
A molecular structure, C28H29ClN3OS2Si2W at a distorted geometry, computed with ωB97M-V with the def2-TZVPD basis set.

ORCA input file:
```
! RIJCOSX wB97M-V def2-TZVPD def2/J DEFGRID3
* xyz -2 4
W -0.343 -0.623 -0.344
C -0.561 -2.502 3.052
Si 0.452 -1.257 1.963
C 0.818 0.226 3.176
C 2.167 -2.150 1.916
C 2.845 -2.506 3.074
C 4.044 -3.194 3.035
C 4.593 -3.534 1.809
C 3.934 -3.169 0.647
C 2.723 -2.485 0.677
Si 1.770 -1.959 -0.933
C 1.638 -3.665 -1.874
C 3.298 -1.214 -1.939
H -0.055 -2.771 3.976
H -0.751 -3.411 2.490
H -1.524 -2.077 3.314
H 1.116 -0.100 4.170
H -0.073 0.838 3.284
H 1.609 0.864 2.790
H 2.421 -2.244 4.035
H 4.550 -3.472 3.954
H 5.529 -4.083 1.765
H 4.374 -3.434 -0.307
H 2.560 -4.239 -1.830
H 1.396 -3.507 -2.922
H 0.848 -4.276 -1.453
H 3.862 -1.986 -2.455
H 3.998 -0.703 -1.285
H 2.975 -0.497 -2.686
O -2.122 0.824 -0.036
C -2.381 2.111 0.414
C -3.658 2.487 0.740
C -3.933 3.804 1.125
C -2.896 4.737 1.106
C -1.617 4.376 0.775
C -1.277 3.025 0.457
C 0.049 2.621 0.229
N 0.569 1.367 0.031
C 1.925 1.522 -0.045
C 2.273 2.826 0.065
N 1.102 3.527 0.270
H -4.451 1.758 0.682
H -4.929 4.092 1.434
H -3.102 5.772 1.363
H -0.838 5.128 0.794
H 2.568 0.671 -0.162
H 3.227 3.313 0.022
H 1.001 4.523 0.209
Cl -0.036 2.967 -2.866
C -1.511 2.039 -2.787
C -2.698 2.737 -2.784
C -3.900 2.052 -2.790
C -3.881 0.663 -2.791
C -2.693 -0.024 -2.762
C -1.438 0.631 -2.731
C -0.212 -0.113 -2.606
H -2.681 3.819 -2.767
H -4.834 2.598 -2.785
H -4.813 0.112 -2.804
H -2.699 -1.107 -2.739
H 0.669 0.450 -2.926
H -0.261 -1.063 -3.146
S -2.426 -4.684 -1.885
C -1.784 -3.341 -1.304
N -1.289 -2.359 -0.881
S -3.177 -0.479 1.990
C -2.063 -0.251 0.796
*
```

ΔE to the lowest compared entry with this formula, charge and spin   126.3 kJ/mol
Highest occupied orbital energy (spin up / spin down)   0.616 / -2.023 eV
DFT total energy   -87799.3806 eV
<S²>   3.794
F_max   2.230 eV/Å
E_LUMO (spin up / spin down)   4.59 / 4.52 eV

***

> Look up the F_max of the second one.

2.230 eV/Å

***

> What is the DFT total energy in the first record?

-309591.2609 eV

***

> F_max of number 1 (C29H61Br3F4Li2N2NaO19S)?

3.560 eV/Å

***

> Number 2 is which compound?

C28H29ClN3OS2Si2W